1.
The following is a DFT calculation (ωB97M-V/def2-TZVPD) of C16H52Ca2O28P4S2 as an isolated structure.

- Net charge: 0
- HOMO energy: -6.571 eV
- Total energy: -6264.53437 hartree
- LUMO level: -3.30 eV

Last column: Löwdin charge in e.
Cartesian coordinates (Å):
1 Ca -0.436 -0.366 4.797  1.749
2 Ca 0.259 4.700 0.793  1.720
3 S 0.217 4.029 5.039  0.088
4 O -0.553 3.334 4.013  -0.512
5 O -0.514 4.832 6.003  -0.390
6 O 0.860 2.917 5.724  -0.451
7 O 1.069 4.925 4.252  -0.457
8 S 1.064 0.436 -0.034  0.072
9 O 1.006 -0.279 1.234  -0.465
10 O 2.069 1.500 0.087  -0.477
11 O 1.418 -0.467 -1.138  -0.419
12 O -0.165 1.183 -0.192  -0.478
13 C -1.040 -3.854 -4.735  -0.208
14 O -1.008 -2.496 -4.517  -0.099
15 H -2.066 -4.164 -4.934  0.072
16 H -0.474 -4.228 -5.588  0.071
17 H -0.708 -4.394 -3.848  0.077
18 H -0.403 -2.284 -3.802  0.083
19 C -4.297 -1.607 0.629  -0.167
20 O -3.554 -0.870 1.562  -0.141
21 H -5.225 -1.063 0.451  0.071
22 H -3.688 -1.694 -0.271  0.088
23 H -4.651 -2.571 0.995  0.075
24 H -3.004 -0.226 1.110  0.072
25 C 4.034 -4.612 -3.302  -0.207
26 O 3.883 -3.357 -3.838  -0.100
27 H 4.982 -4.922 -2.863  0.070
28 H 3.357 -4.592 -2.448  0.078
29 H 3.767 -5.359 -4.049  0.076
30 H 3.288 -2.893 -3.244  0.080
31 C 5.916 2.568 -3.281  -0.185
32 O 5.947 2.859 -1.921  -0.121
33 H 4.895 2.687 -3.645  0.073
34 H 6.575 3.246 -3.824  0.077
35 H 6.158 1.524 -3.479  0.073
36 H 5.164 2.611 -1.423  0.079
37 C 0.816 3.378 -6.418  -0.092
38 O 1.090 4.803 -6.438  -0.228
39 P 0.181 5.784 -5.466  0.463
40 O 0.126 5.451 -4.031  -0.254
41 O 0.733 7.276 -5.832  -0.233
42 C -0.124 8.364 -5.534  -0.117
43 O -1.282 5.742 -6.171  -0.244
44 C -1.463 6.194 -7.546  -0.084
45 H 1.650 2.706 -6.619  0.090
46 H 0.074 3.096 -7.165  0.082
47 H 0.398 3.033 -5.472  0.087
48 H 0.420 8.951 -4.794  0.093
49 H -1.016 8.030 -5.004  0.086
50 H -0.352 8.907 -6.452  0.095
51 H -2.030 7.118 -7.431  0.081
52 H -1.931 5.454 -8.195  0.094
53 H -0.593 6.617 -8.047  0.087
54 C -5.837 4.145 2.099  -0.136
55 O -6.340 4.381 0.840  -0.197
56 P -5.417 4.737 -0.445  0.469
57 O -4.008 4.966 -0.194  -0.249
58 O -5.698 3.508 -1.492  -0.224
59 C -4.722 3.103 -2.440  -0.104
60 O -6.195 6.010 -1.108  -0.215
61 C -5.618 6.932 -1.997  -0.121
62 H -4.769 3.938 2.175  0.088
63 H -6.425 3.306 2.472  0.093
64 H -6.042 4.967 2.785  0.093
65 H -5.315 2.939 -3.340  0.091
66 H -4.218 2.160 -2.228  0.089
67 H -3.933 3.846 -2.554  0.078
68 H -5.461 7.877 -1.477  0.085
69 H -6.240 7.227 -2.842  0.090
70 H -4.619 6.625 -2.305  0.080
71 C -3.372 -8.285 3.580  -0.111
72 O -3.327 -6.881 3.881  -0.233
73 P -1.901 -6.229 4.409  0.472
74 O -1.933 -4.758 4.616  -0.271
75 O -1.500 -7.135 5.724  -0.233
76 C -2.273 -7.049 6.898  -0.116
77 O -0.822 -6.671 3.319  -0.230
78 C -1.045 -6.355 1.966  -0.089
79 H -4.166 -8.804 4.115  0.092
80 H -2.414 -8.804 3.556  0.093
81 H -3.681 -8.334 2.536  0.082
82 H -1.610 -6.781 7.721  0.090
83 H -2.618 -8.067 7.075  0.092
84 H -3.083 -6.321 6.844  0.090
85 H -1.185 -5.275 1.918  0.095
86 H -1.888 -6.930 1.583  0.084
87 H -0.119 -6.614 1.451  0.100
88 C 4.962 -4.399 2.891  -0.055
89 O 5.683 -3.967 4.141  -0.251
90 P 5.070 -2.777 5.131  0.495
91 O 3.596 -2.490 5.097  -0.289
92 O 5.544 -3.199 6.619  -0.217
93 C 6.841 -3.642 6.904  -0.119
94 O 6.024 -1.516 4.737  -0.229
95 C 5.831 -0.794 3.538  -0.106
96 H 5.600 -4.302 2.012  0.080
97 H 4.085 -3.783 2.694  0.077
98 H 4.707 -5.458 2.862  0.078
99 H 7.428 -3.722 5.989  0.084
100 H 6.735 -4.619 7.374  0.092
101 H 7.323 -2.950 7.595  0.093
102 H 6.796 -0.770 3.031  0.089
103 H 5.602 0.253 3.735  0.095
104 H 5.122 -1.192 2.813  0.092


2.
The following is a DFT calculation (ωB97M-V/def2-TZVPD) of a 9-piece molecular cluster, C16H53N11O9 overall.

- Net charge: 0
- HOMO energy: -8.956 eV
- SMILES: COC[C@H](C)N.COC[C@H](C)N.COC[C@H](C)N.NC(N)=O.NC(N)=O.NC(N)=O.NC(N)=O.O.O
- Total energy: -1920.83334 hartree
- LUMO level: 0.13 eV

Last column: Löwdin charge in e.
Cartesian coordinates (Å):
1 C 0.972 3.368 -4.440  -0.098
2 O 0.231 4.214 -5.334  -0.159
3 C 0.452 3.833 -6.665  -0.249
4 C -0.214 4.536 -7.826  -0.456
5 C -1.696 4.126 -7.997  -0.058
6 N 0.404 4.131 -9.059  0.022
7 H 0.824 3.732 -3.424  0.087
8 H 2.027 3.544 -4.650  0.085
9 H 0.786 2.296 -4.379  0.085
10 H 1.514 3.798 -6.908  0.114
11 H 0.191 2.779 -6.767  0.124
12 H -0.023 5.600 -7.685  0.140
13 H -2.316 4.356 -7.131  0.075
14 H -1.807 3.101 -8.349  0.079
15 H -2.046 4.783 -8.794  0.066
16 H 0.217 4.765 -9.822  0.078
17 H 1.345 4.438 -8.861  0.065
18 C 1.868 -10.749 -0.441  -0.122
19 O 2.416 -9.463 -0.661  -0.188
20 C 3.520 -9.189 0.260  -0.208
21 C 4.086 -7.810 -0.011  -0.454
22 C 5.324 -7.456 0.761  -0.060
23 N 2.952 -6.968 0.370  0.027
24 H 2.609 -11.530 -0.608  0.083
25 H 1.010 -10.931 -1.089  0.087
26 H 1.506 -10.909 0.574  0.083
27 H 3.213 -9.290 1.301  0.124
28 H 4.310 -9.939 0.218  0.118
29 H 4.240 -7.717 -1.086  0.141
30 H 5.173 -7.617 1.829  0.084
31 H 5.723 -6.469 0.526  0.083
32 H 6.069 -8.173 0.415  0.078
33 H 2.970 -6.923 1.379  0.067
34 H 2.149 -7.409 -0.055  0.059
35 C -1.638 8.114 9.860  -0.132
36 O -1.271 7.407 8.723  -0.212
37 C -1.104 8.158 7.523  -0.185
38 C -1.417 7.108 6.402  -0.400
39 C -0.345 5.981 6.318  -0.060
40 N -1.381 7.741 5.082  0.015
41 H -1.617 7.441 10.717  0.090
42 H -2.654 8.481 9.715  0.083
43 H -1.033 8.998 10.061  0.083
44 H -1.956 8.828 7.404  0.111
45 H -0.156 8.695 7.564  0.127
46 H -2.424 6.756 6.623  0.138
47 H 0.606 6.450 6.067  0.068
48 H -0.609 5.277 5.528  0.074
49 H -0.010 5.515 7.245  0.070
50 H -0.518 8.239 4.916  0.068
51 H -2.146 8.378 4.913  0.063
52 N 2.693 -2.237 -6.305  0.154
53 C 3.171 -2.216 -5.102  -0.801
54 N 2.262 -2.436 -4.152  0.164
55 O 4.363 -2.132 -4.990  0.040
56 H 3.277 -1.763 -6.979  0.125
57 H 1.706 -2.406 -6.432  0.106
58 H 2.624 -2.748 -3.262  0.114
59 H 1.286 -2.398 -4.407  0.103
60 N -6.831 -1.096 -3.095  0.150
61 C -6.219 -0.294 -2.269  -0.778
62 N -6.374 0.983 -2.558  0.163
63 O -5.557 -0.761 -1.346  0.008
64 H -6.833 -2.099 -2.971  0.118
65 H -7.494 -0.790 -3.793  0.106
66 H -5.819 1.476 -1.873  0.119
67 H -6.986 1.381 -3.256  0.115
68 N 2.391 -0.865 1.479  0.174
69 C 1.138 -0.567 1.330  -0.817
70 N 0.339 -1.576 1.127  0.151
71 O 0.613 0.499 1.535  0.034
72 H 3.025 -0.104 1.675  0.124
73 H 2.786 -1.779 1.310  0.112
74 H -0.663 -1.455 1.136  0.121
75 H 0.800 -2.399 0.765  0.102
76 N -4.638 0.340 3.978  0.147
77 C -5.260 -0.424 4.819  -0.776
78 N -5.607 -1.452 4.109  0.144
79 O -5.492 -0.187 6.017  0.013
80 H -4.422 0.092 3.022  0.115
81 H -4.202 1.115 4.458  0.123
82 H -5.237 -1.637 3.187  0.115
83 H -6.247 -2.041 4.621  0.121
84 O 6.112 0.576 -1.978  -0.055
85 H 5.649 0.037 -2.620  0.022
86 H 6.895 0.070 -1.761  0.027
87 O 1.103 -5.285 4.686  -0.056
88 H 0.243 -5.519 5.036  0.028
89 H 1.079 -4.331 4.608  0.027